Here is a 16-piece molecular cluster, C34H49BCl45N2O4 overall in a non-equilibrium geometry from the Open Molecules 2025 dataset. Energies are from wB97M-V/def2-TZVPD.

The orbital gap comes out at 6.85 eV. Its charge is -1. Its energy above the lowest of the compared OMol25 structures with the same formula, charge and spin is 0.000 eV. The HOMO energy comes out at -5.513 eV.

XYZ file:
```
135
C34H49BCl45N2O4, DFT wB97M-V/def2-TZVPD
C 3.15140 3.80862 4.65362
N 1.89480 3.08959 4.62887
C 0.90754 3.64052 3.70582
C 0.96101 3.10604 2.23540
O 0.91499 4.29511 1.41565
O -0.14541 2.36128 1.88484
B 0.10697 0.86422 1.99115
C -0.10084 -0.01115 0.61165
C 1.06308 -0.99070 0.36663
C 0.70525 -2.04940 -0.69140
C 0.52316 -1.41754 -2.07934
C 1.92757 -2.99248 -0.78728
C -0.82867 0.36127 3.23385
C -1.99649 -0.37119 3.04146
C -2.75238 -0.79371 4.10932
N -2.51487 -0.54496 5.39996
C -1.40569 0.18344 5.56194
C -0.55757 0.61841 4.57631
O 1.58017 0.88917 2.27854
C 2.10968 2.14463 1.90575
C 2.72358 2.23044 0.50122
C 1.76505 2.41959 -0.70192
C 2.07301 3.63929 -1.60106
C 0.97362 4.71466 -1.67518
O -0.33550 4.19942 -1.83160
C -1.23790 4.59658 -0.82022
H 3.45128 4.13091 3.65973
H 3.12722 4.66133 5.35245
H 3.93795 3.12829 4.99831
H 1.51445 2.96262 5.55673
H -0.11139 3.51879 4.07070
H 1.08027 4.72367 3.64529
H 1.83552 4.57252 1.33297
H -0.20894 0.60152 -0.28926
H -0.98659 -0.65611 0.63785
H 1.26169 -1.55120 1.28535
H 1.95263 -0.48424 -0.00797
H -0.15882 -2.64785 -0.39058
H -0.48905 -1.05297 -2.24083
H 1.27025 -0.62843 -2.18341
H 0.74767 -2.18248 -2.82532
H 1.75973 -3.83263 -1.46089
H 2.24697 -3.32150 0.20314
H 2.75404 -2.39041 -1.18054
H -2.30368 -0.63357 2.03566
H -3.63659 -1.39673 3.90113
H -1.15635 0.43725 6.59434
H 0.33412 1.16901 4.84955
H 2.97187 2.20794 2.58540
H 3.42835 3.07365 0.50995
H 3.33482 1.34137 0.38485
H 1.85154 1.53475 -1.33797
H 0.72383 2.46211 -0.39763
H 2.96738 4.13051 -1.20742
H 2.29350 3.33842 -2.62434
H 1.05815 5.41381 -0.84322
H 1.17449 5.32139 -2.57399
H -1.02583 5.59997 -0.43866
H -1.21611 3.93288 0.04747
H -2.26127 4.61125 -1.19666
C -4.23801 -1.15747 -1.20001
Cl -2.88871 -1.55708 -2.26513
Cl -5.55155 -2.33252 -1.38147
Cl -3.68840 -1.07285 0.47346
H -4.61785 -0.18798 -1.49266
C 4.72960 -0.50354 2.56877
Cl 5.90532 0.37847 3.55473
Cl 4.97124 -0.09606 0.87483
Cl 4.85982 -2.24356 2.83132
H 3.72554 -0.18446 2.84758
C 0.53831 1.00011 -5.40735
Cl 2.11223 0.23259 -5.18059
Cl -0.62008 -0.14835 -6.08879
Cl -0.06246 1.66442 -3.89503
H 0.66032 1.81179 -6.11245
C 3.96427 5.39985 -4.77988
Cl 5.44221 4.46714 -4.52865
Cl 2.63494 4.33995 -5.24882
Cl 3.55373 6.32086 -3.33200
H 4.13844 6.09704 -5.58385
C 1.56214 6.36420 -8.55797
Cl 2.85136 7.07315 -7.58051
Cl 1.54808 7.08205 -10.16991
Cl 1.73174 4.61437 -8.65511
H 0.61744 6.58710 -8.08026
C -7.88392 -5.32076 -3.02763
Cl -8.67006 -4.68210 -1.58075
Cl -8.87011 -6.58691 -3.76329
Cl -7.54714 -4.03272 -4.17808
H -6.93947 -5.76118 -2.73076
C 1.91800 -3.04836 4.71223
Cl 3.16424 -3.23269 5.95903
Cl 0.75650 -4.37710 4.79782
Cl 1.06186 -1.51744 4.89118
H 2.40138 -3.08247 3.74411
C 2.34598 4.28740 8.43110
Cl 3.77846 3.31593 8.76779
Cl 1.05596 3.29085 7.75932
Cl 1.79569 5.12116 9.88882
H 2.60956 5.03560 7.69542
C -1.71127 -2.81574 7.76807
Cl -3.32058 -2.84081 8.49545
Cl -0.53800 -2.09591 8.87587
Cl -1.20839 -4.44207 7.29918
H -1.75726 -2.20141 6.87348
C -6.96613 -8.22995 -0.74391
Cl -8.12947 -9.47278 -1.19720
Cl -6.45120 -8.43148 0.92837
Cl -5.57373 -8.25023 -1.83295
H -7.45120 -7.26579 -0.83337
C -5.90454 -11.87431 -3.77365
Cl -6.63662 -10.41289 -4.43454
Cl -6.86599 -12.51331 -2.43896
Cl -5.70238 -13.09402 -5.03528
H -4.92500 -11.61981 -3.39116
C 6.95075 2.50958 6.91515
Cl 8.26765 1.54658 6.23601
Cl 5.52438 1.52880 7.20184
Cl 7.47519 3.30943 8.40382
H 6.69338 3.27705 6.19614
C -4.04655 2.51523 -3.40535
Cl -2.93961 2.47325 -2.04488
Cl -5.03394 1.05054 -3.44565
Cl -5.08098 3.94742 -3.33072
H -3.46743 2.56402 -4.31879
C 0.33976 -5.31232 -4.68358
Cl -0.78354 -4.11572 -4.04891
Cl 2.01032 -4.81237 -4.41517
Cl 0.04208 -6.90001 -3.96704
H 0.18136 -5.39138 -5.75061
C -0.56555 -1.22648 -10.00089
Cl -1.96667 -0.20665 -9.66823
Cl 0.91470 -0.47246 -9.41195
Cl -0.77705 -2.82748 -9.29034
H -0.48168 -1.34184 -11.07292
```

***

Here is C34H49BeN4O5 as an isolated structure in a non-equilibrium geometry from the Open Molecules 2025 dataset. Energies are from wB97M-V/def2-TZVPD.

The orbital gap comes out at 1.70 eV. Its charge is +1. Its energy above the lowest of the compared OMol25 structures with the same formula, charge and spin is 10.608 eV. The HOMO energy comes out at -10.926 eV.

XYZ file:
```
93
C34H49BeN4O5, DFT wB97M-V/def2-TZVPD
Be 4.78121 2.46581 1.90907
C -1.09908 -0.72109 -0.27799
C -0.33445 -1.04701 1.00430
O 0.54814 -0.04309 1.45864
H -1.70776 -1.54990 -0.63950
H -0.38873 -0.49174 -1.07229
H -1.77884 0.10369 -0.06405
H 0.23156 -1.94100 0.74254
H -1.02862 -1.41345 1.76057
N 2.79602 2.67623 -9.18376
C 1.77680 3.50377 -9.63088
C 0.74257 3.97205 -8.75369
C 0.78070 3.65414 -7.40315
C 1.80541 2.81077 -6.93261
C 2.81476 2.44623 -7.83484
H 1.85363 3.82464 -10.65925
H 0.04882 4.70065 -9.14646
H -0.01132 3.94727 -6.72996
H 1.81618 2.50557 -5.89669
H 3.59791 1.81846 -7.43612
N 2.06197 5.99605 -0.91382
C 2.63719 7.16171 -1.27534
C 2.04960 8.10180 -2.05984
C 0.71613 7.91448 -2.48268
C 0.07486 6.70642 -2.08766
C 0.75755 5.80477 -1.30882
H 3.65186 7.36548 -0.96659
H 2.60368 8.99160 -2.31994
H 0.18903 8.67165 -3.04415
H -0.97520 6.49543 -2.22643
H 0.27881 4.96213 -0.83220
N 3.17427 5.71363 5.34237
C 3.91325 6.74130 5.86210
C 3.48104 7.57549 6.84282
C 2.17649 7.44584 7.26253
C 1.42476 6.33597 6.90515
C 1.93871 5.49085 5.97476
H 4.82190 6.96744 5.32395
H 4.15465 8.38033 7.09753
H 1.72245 8.13376 7.96038
H 0.42235 6.21776 7.28933
H 1.44689 4.55635 5.74843
N 7.66685 -1.93306 2.17562
C 8.99440 -2.06109 2.04185
C 9.59403 -3.32451 2.04074
C 8.78161 -4.45670 2.38385
C 7.44119 -4.26195 2.74765
C 6.90685 -3.01625 2.52829
H 9.56049 -1.16290 1.84393
H 10.64664 -3.40758 1.81375
H 9.10923 -5.48015 2.27608
H 6.78209 -5.09208 2.95472
H 5.84275 -2.96837 2.70664
C -7.14759 -5.84491 0.10418
C -7.71747 -5.99459 1.52660
O -8.23390 -7.07182 1.87202
C -7.80422 -4.80737 2.47253
H -7.96253 -5.70926 -0.60686
H -6.37427 -6.56575 -0.16128
H -6.60080 -4.90829 -0.00469
H -8.75230 -4.30716 2.27492
H -6.97116 -4.14310 2.24262
H -7.88154 -4.90372 3.55550
C -2.02899 -0.92417 -9.04996
C -2.70027 -1.02188 -7.61386
O -3.43289 -0.08423 -7.17721
C -2.43564 -2.21904 -6.74776
H -0.98775 -1.20959 -8.90018
H -1.99874 0.11274 -9.38464
H -2.48794 -1.46721 -9.87615
H -1.36269 -2.35699 -6.61417
H -2.88548 -3.17347 -7.02127
H -2.88316 -2.02287 -5.77342
C -1.13084 -7.84406 0.07756
C 0.02645 -7.88295 -0.79706
O 1.03090 -8.52452 -0.43165
C -0.08219 -7.15041 -2.14118
H -1.55039 -6.87373 0.34315
H -0.81786 -8.34985 0.99097
H -1.89402 -8.50338 -0.33590
H -1.09995 -7.06436 -2.52177
H 0.51729 -7.60280 -2.93117
H 0.20551 -6.10143 -2.07060
C -4.16884 -1.17291 7.64007
C -4.32908 0.29370 8.05218
O -3.40564 1.09779 7.93021
C -5.65829 0.67091 8.72361
H -3.82995 -1.68755 8.53918
H -3.36627 -1.28299 6.91078
H -5.13559 -1.61814 7.40498
H -6.40996 0.88439 7.96367
H -5.54407 1.61026 9.26461
H -6.00123 -0.06304 9.45287
```

***

- charge of number 1 (C34H49BCl45N2O4)?
  -1

***

- Which value of charge does entry 2 give?
  +1

***

- Which formula does entry 1 have?
  C34H49BCl45N2O4

***

- The highest charge belongs to which entry?
  C34H49BeN4O5